[1]
Formula: C36H56NO16S2
Source: the Open Molecules 2025 dataset
Level of theory: the ωB97M-V functional and the def2-TZVPD basis

Atoms and positions in Å:
H (0.051204, 2.372638, -3.458325)
C (-0.283125, 1.881237, -4.384486)
C (0.123667, -3.669589, 4.594442)
H (-2.687385, -2.034716, 1.668929)
O (1.905543, 0.846399, 6.945853)
H (0.414349, 2.523850, 4.082380)
C (1.029949, -6.102642, -11.986495)
H (-1.830534, 5.839735, 9.031395)
C (1.129656, -2.270447, -8.330762)
H (-0.040336, -6.232477, -11.842206)
C (1.150017, 0.551648, -1.103468)
H (-0.235210, -2.380831, -1.103491)
H (-0.345992, -3.141667, 5.426196)
H (-4.775241, 2.978412, 0.415639)
H (-1.947109, -0.473237, 1.980230)
H (3.098775, 1.034226, 8.623318)
H (1.408844, -5.905226, -14.134871)
O (-0.295667, -2.166924, 2.731543)
C (0.038510, 2.281826, 0.129064)
C (2.501267, 2.583165, -0.644031)
C (-1.157405, 0.632399, -4.106361)
H (-3.165697, 1.464353, 0.962550)
C (-1.561388, 3.584013, 10.755554)
C (0.094873, 3.669813, 0.754351)
O (-2.753792, 3.209757, -0.001346)
H (2.915659, -3.888119, -6.071720)
H (-1.691602, 4.591860, 7.777047)
O (3.562956, 2.279973, 0.128114)
H (-2.058242, 2.550341, 1.795789)
H (0.787571, -0.259704, -3.689081)
H (1.085252, -1.759862, -2.092118)
H (3.037629, 3.480021, 8.569606)
H (1.951713, -4.292125, -8.590969)
C (-2.306785, 2.125097, 0.811973)
H (3.909957, 1.364426, 7.081878)
C (1.061244, 2.861065, 7.831539)
H (-4.265408, 4.641845, 0.135502)
C (-3.262871, 4.203945, 9.235004)
C (2.668847, -4.629716, -12.852449)
C (-1.101287, 1.504812, 0.134431)
C (-3.954442, 3.698524, 0.589634)
H (3.529340, -5.258908, -13.084985)
C (1.199756, 1.807553, -0.506200)
O (2.603112, 3.449837, -1.478020)
C (0.098473, 3.682569, 2.329329)
O (-0.950044, 4.076370, 9.642636)
O (3.210132, -3.823296, -10.627976)
C (2.575705, 2.956047, 7.734990)
C (-1.912099, 4.769448, 8.828549)
H (-0.849614, 2.633910, -4.948922)
C (-2.779180, -0.968669, 1.457773)
H (-1.752575, 0.774276, -3.193387)
O (-0.750770, -1.511723, -2.915307)
H (-1.809528, 0.489777, -4.974128)
C (-3.045369, 3.878390, 10.708044)
S (-2.583365, -0.667692, -0.315224)
C (-1.512039, -5.191591, 3.811872)
H (-1.650589, -6.128849, 3.278490)
H (-0.227678, -1.135574, -4.858221)
H (0.560832, -5.708335, 4.058126)
C (2.764505, -3.186719, -6.890077)
H (0.341617, 1.488534, 2.673287)
H (0.724925, 2.744282, 8.859085)
H (-0.299506, -5.590037, 5.591199)
C (0.772630, 1.587129, 7.070818)
H (-3.622498, 3.014193, 11.024606)
H (-0.737160, 4.302479, 0.429058)
H (0.572955, 1.600618, -5.011810)
H (2.851581, 3.478714, 6.815721)
H (-2.384896, -5.013157, 4.442750)
O (2.361410, -1.907045, -6.358254)
H (-3.869634, 3.803546, 1.684564)
H (-0.919138, 3.881866, 2.688325)
H (-3.460094, 3.283618, 8.681934)
C (-0.235160, -0.604969, -3.898717)
H (0.685305, 4.560593, 2.635546)
C (-0.212172, -5.157499, 4.596722)
N (-1.105218, 0.265950, -0.441814)
C (0.711513, 2.458919, 3.025931)
H (3.708235, -3.058634, -7.423536)
O (-0.297940, 1.240400, 6.655738)
C (2.543430, -4.509352, -11.348787)
H (1.195649, -3.492192, 4.590235)
H (2.022903, 0.176746, -1.632026)
H (2.808070, 1.759352, 4.157012)
O (-0.968049, 3.036388, 11.634533)
O (-2.592068, -1.947917, -0.942313)
C (0.003849, -0.188941, -1.056571)
O (1.017964, -0.231113, -7.016061)
C (1.452594, -1.335978, -7.185065)
H (0.060865, -2.286548, -8.528559)
H (0.996015, 4.196948, 0.417635)
H (1.677574, -1.945498, -9.217030)
H (-3.701368, -0.497572, 1.807218)
H (3.441661, 1.411267, 0.543540)
C (0.055867, -1.553921, -1.758492)
H (0.586861, -4.535210, -13.390992)
H (-4.088508, 4.889211, 9.050564)
H (1.506711, -7.085061, -11.990222)
H (2.778910, -3.651406, -13.312127)
O (-1.404615, -4.109824, 2.862532)
O (-3.658741, 0.109626, -0.842461)
H (0.572598, 3.711699, 7.365179)
S (2.547611, 2.526264, 3.068014)
C (-0.506386, -3.203555, 3.301491)
O (1.571047, -5.336527, -10.893816)
H (-3.255693, 4.733678, 11.351776)
H (0.847856, -4.097927, -7.231298)
C (1.352167, -5.297434, -13.233848)
C (2.986302, 1.498543, 7.641735)
C (1.635202, -3.608160, -7.810090)

Atoms 1-6, force components in eV/Å:
H 0.13 -0.24 -0.22
C -0.43 0.04 -0.16
C 0.05 -0.55 -0.15
H -0.18 0.13 -0.38
O -0.27 0.09 -0.17
H -0.04 -0.14 -0.30

Results
- DFT total energy: -94153.504 eV
- Total charge: +1
- Frontier orbital gap: 0.2720 hartree

[2]
Formula: H5O3
Source: the Open Molecules 2025 dataset
Level of theory: the ωB97M-V functional and the def2-TZVPD basis

Atoms and positions in Å:
H (-0.469110, 0.684583, -0.400990)
O (1.257250, -1.413175, 0.404917)
H (0.436187, -0.525386, 0.664049)
O (-0.636122, 0.802613, -1.438114)
H (-1.288034, 0.143200, -1.471076)
H (1.575574, -1.240705, -0.424698)
H (-0.807561, 0.832947, 1.672149)
O (-0.068183, 0.715924, 0.993761)

Atoms 1-6, force components in eV/Å:
H 0.07 1.02 -2.50
O -3.66 1.32 4.59
H 1.91 -1.71 -0.31
O 1.41 0.70 2.48
H -1.75 -1.49 -0.94
H 1.28 1.10 -3.59

Results
- DFT total energy: -6219.267 eV
- <S²>: 0.76
- Multiplicity: 2
- ΔE to the lowest compared entry with this formula, charge and spin: 151.4 kJ/mol
- Frontier orbital gap (spin up / spin down): 0.4306 / 0.2316 hartree

[3]
Formula: C5H8N
Source: the Open Molecules 2025 dataset
Level of theory: the ωB97M-V functional and the def2-TZVPD basis

Atoms and positions in Å:
C (0.667474, -1.408923, 0.554543)
C (-0.162220, 1.964911, -1.069457)
H (-1.832201, 1.375489, 0.955111)
C (-1.605574, 1.345642, -0.091757)
H (0.089430, -1.353181, 1.474371)
H (0.122348, -2.020385, -0.162968)
H (1.700437, -0.092377, -0.643592)
C (-1.490675, 2.313183, -1.074880)
C (-0.214282, 0.522619, -0.778774)
H (-2.080385, 3.142236, -1.401976)
N (0.896524, -0.054330, -0.002495)
H (1.621849, -1.889756, 0.761109)
H (1.154753, 0.603619, 0.745771)
H (-0.605327, -0.159302, -1.521177)

Atoms 1-6, force components in eV/Å:
C -0.19 -0.80 0.27
C 1.13 -0.09 0.01
H -0.09 0.15 0.42
C 2.46 -1.24 -1.90
H -0.01 0.18 -0.09
H 0.05 0.17 -0.07

Results
- SMILES: C[NH2+][C@@H]1C2=C[C@H]21
- DFT total energy: -6793.013 eV
- Total charge: +1
- ΔE to the lowest compared entry with this formula, charge and spin: 489.7 kJ/mol
- Frontier orbital gap: 0.3355 hartree